#w
Density functional theory data (the ωB97M-V functional and the def2-TZVPD basis) for C6H10N as an isolated structure.

Calculated values
charge	+1

CARTESIAN COORDINATES (ANGSTROEM)
1 C 1.821 -0.293 -0.097
2 C 0.501 0.434 0.017
3 C 1.053 -1.140 0.739
4 C -0.601 -0.410 -0.049
5 C 0.417 1.895 0.277
6 C -2.008 -0.285 0.136
7 N 0.090 -1.733 -0.235
8 H 2.187 -0.413 -1.134
9 H 2.596 0.370 0.345
10 H 1.225 2.362 0.807
11 H -0.545 1.963 0.623
12 H 0.285 2.368 -0.727
13 H -2.235 0.762 0.389
14 H -2.376 -0.984 0.860
15 H -2.392 -0.478 -0.904
16 H 0.402 -1.892 -1.207
17 H -0.420 -2.525 0.161

---

#x
Density functional theory data (the ωB97M-V functional and the def2-TZVPD basis) for an isolated ion of composition C6H10N and charge +1.

Calculated values
charge	+1
structure (SMILES)	C#C[N@@H+](C)/C=C/C

CARTESIAN COORDINATES (ANGSTROEM)
1 C 1.272 -1.565 -1.215
2 C 1.543 -0.711 -0.377
3 N 1.118 0.188 0.522
4 C 1.790 1.417 0.217
5 C -0.378 0.145 0.652
6 C -1.158 -0.641 -0.148
7 C -2.619 -0.375 -0.095
8 H 1.672 -2.326 -1.769
9 H 1.259 -0.143 1.523
10 H 1.297 2.330 0.450
11 H 2.623 1.516 0.909
12 H 2.049 1.448 -0.922
13 H -0.621 0.952 1.266
14 H -0.841 -1.335 -0.828
15 H -2.731 0.461 0.527
16 H -3.116 -1.219 0.365
17 H -3.157 -0.140 -1.077

---

Which of them is the least stable? Correct choice: #x.

---

#w
Density functional theory data (the ωB97M-V functional and the def2-TZVPD basis) for a 4-piece molecular cluster, CH9NO5 overall.

Calculated values
charge	0
structure (SMILES)	NC(=O)O.O.O.O

CARTESIAN COORDINATES (ANGSTROEM)
1 N -0.303 0.955 1.871
2 C -1.177 0.370 0.986
3 O -2.289 0.037 1.331
4 O -0.687 0.193 -0.338
5 H 0.450 1.533 1.591
6 H -0.479 0.891 2.866
7 H -0.781 -0.778 -0.524
8 O 1.437 -1.612 -0.361
9 H 1.036 -1.947 -1.178
10 H 1.051 -2.170 0.256
11 O -0.772 -0.771 -3.158
12 H -0.233 -0.014 -2.948
13 H -1.654 -0.321 -3.157
14 O 2.807 1.108 0.538
15 H 3.562 1.540 0.102
16 H 2.258 0.733 -0.117

---

#x
Density functional theory data (the ωB97M-V functional and the def2-TZVPD basis) for a 4-piece molecular cluster, CH9NO5 overall.

Calculated values
charge	0
structure (SMILES)	NC(=O)O.O.O.O

CARTESIAN COORDINATES (ANGSTROEM)
1 N -1.630 -1.424 -1.919
2 C -2.740 -1.323 -1.163
3 O -3.260 -0.285 -0.883
4 O -3.058 -2.526 -0.584
5 H -1.182 -2.309 -2.097
6 H -1.304 -0.652 -2.445
7 H -3.134 -2.304 0.348
8 O 2.666 -1.879 3.994
9 H 1.887 -2.046 4.557
10 H 2.838 -0.973 4.171
11 O 1.885 1.482 -1.903
12 H 1.954 1.017 -1.079
13 H 2.068 2.394 -1.657
14 O 1.007 3.573 -0.170
15 H 0.230 3.459 0.416
16 H 1.771 3.795 0.412

---

Which of them is the least stable? Correct choice: #w.

---

#w
Density functional theory data (the ωB97M-V functional and the def2-TZVPD basis) for C5H11OS as an isolated structure.

Calculated values
charge	+1

CARTESIAN COORDINATES (ANGSTROEM)
1 C -0.838 1.086 -0.991
2 C -1.830 0.539 0.046
3 C -0.129 -0.042 -1.669
4 C -1.227 -0.707 0.649
5 C 2.649 -0.237 1.338
6 O 1.433 -1.100 0.216
7 S 0.009 -1.340 -0.509
8 H -1.312 1.901 -1.580
9 H -0.143 1.642 -0.470
10 H -2.261 1.335 0.841
11 H -2.673 0.190 -0.386
12 H -0.499 -0.455 -2.667
13 H 0.976 0.209 -1.817
14 H -0.710 -0.522 1.629
15 H -1.914 -1.528 0.828
16 H 3.117 -1.234 1.562
17 H 2.080 -0.152 2.275
18 H 3.272 0.412 0.707

---

#x
Density functional theory data (the ωB97M-V functional and the def2-TZVPD basis) for an isolated ion of composition C5H11OS and charge +1.

Calculated values
charge	+1

CARTESIAN COORDINATES (ANGSTROEM)
1 C 1.181 -0.531 -0.741
2 C 1.765 0.136 0.510
3 C 0.566 0.474 -1.746
4 C 0.614 0.964 1.011
5 C -2.979 -0.457 0.502
6 O -1.764 0.439 -0.380
7 S -0.376 1.515 -0.552
8 H 1.818 -1.232 -1.256
9 H 0.335 -1.026 -0.452
10 H 2.088 -0.613 1.164
11 H 2.594 0.739 0.230
12 H 1.363 1.148 -2.154
13 H -0.170 -0.033 -2.477
14 H -0.126 0.455 1.667
15 H 0.968 1.914 1.484
16 H -3.623 -0.717 -0.221
17 H -3.289 0.127 1.365
18 H -2.161 -1.197 0.830

---

Which of them is the least stable? Correct choice: #x.